2 unconnected molecules or ions with the total composition C3H11NOS in a non-equilibrium geometry. Source: the OMol25 dataset; level of theory: ωB97M-V/def2-TZVPD.

Atoms and positions in Å:
C 0.158 0.198 -2.176
N 0.009 0.015 -0.730
C -0.440 1.142 0.017
C -0.063 0.964 1.506
S -1.180 -0.310 2.251
H -0.615 0.822 -2.606
H 0.250 -0.783 -2.641
H 1.184 0.557 -2.347
H -0.493 -0.867 -0.548
H 0.000 2.062 -0.375
H -1.518 1.335 -0.083
H 1.003 0.777 1.586
H -0.328 1.906 1.981
H -0.242 -1.110 2.782
H 1.321 -1.766 0.239
H 0.145 -2.366 0.899
O 0.811 -2.577 0.246

Computed properties:
- Lowest unoccupied orbital energy (spin up / spin down): -3.16 / -8.41 eV
- Highest occupied orbital energy (spin up / spin down): -13.985 / -13.872 eV
- 2S+1: 2
- Energy above the lowest of the compared OMol25 structures with the same formula, charge and spin: 13.7 kcal/mol
- Net charge: +1
- ⟨S²⟩: 0.754

2 unconnected molecules or ions with the total composition C3H11NOS2 in a non-equilibrium geometry. Source: the OMol25 dataset; level of theory: ωB97M-V/def2-TZVPD.

Atoms and positions in Å:
C 0.365 -0.338 1.363
C -0.728 -0.560 0.343
N -0.321 -0.322 -0.977
C -2.029 0.231 0.816
S -2.787 1.303 -0.408
S -1.233 2.688 -0.759
H 0.399 0.677 1.681
H 1.340 -0.680 1.020
H 0.098 -0.875 2.279
H -1.122 -1.571 0.348
H -0.819 -0.790 -1.687
H 0.176 0.526 -1.185
H -1.813 0.849 1.700
H -2.765 -0.493 1.183
H -1.673 2.883 -2.008
O 4.272 -0.908 -1.543
H 4.159 -0.770 -0.593
H 4.480 -1.849 -1.574

Computed properties:
- Lowest unoccupied orbital energy: 0.48 eV
- Highest occupied orbital energy: -8.092 eV
- Energy above the lowest of the compared OMol25 structures with the same formula, charge and spin: 18.0 kcal/mol

2 unconnected molecules or ions with the total composition C3H11NS. Source: the OMol25 dataset; level of theory: ωB97M-V/def2-TZVPD.

Atoms and positions in Å:
C -1.908 -0.951 -1.958
S -1.873 0.873 -2.122
H -1.227 -1.332 -2.714
H -1.651 -1.221 -0.923
H -2.910 -1.351 -2.172
C 1.598 0.770 2.080
C 0.717 0.425 0.866
N 1.505 -0.325 -0.137
H 2.394 0.040 2.163
H 2.056 1.747 1.945
H 0.973 0.781 2.977
H -0.179 -0.120 1.139
H 0.381 1.350 0.385
H 0.867 -0.581 -0.891
H 1.732 -1.220 0.295
H -2.475 1.115 -0.933

Computed properties:
- Lowest unoccupied orbital energy (spin up / spin down): 3.68 / 3.70 eV
- Highest occupied orbital energy (spin up / spin down): 1.048 / -4.938 eV
- 2S+1: 2
- Energy above the lowest of the compared OMol25 structures with the same formula, charge and spin: 8.8 kcal/mol
- Net charge: -1
- ⟨S²⟩: 0.751

A molecular structure, C3H11NS3 in a non-equilibrium geometry. Source: the OMol25 dataset; level of theory: ωB97M-V/def2-TZVPD.

Atoms and positions in Å:
C 1.869 0.815 1.354
C 1.169 -0.316 0.592
S 1.101 -0.071 -1.136
N 1.537 0.583 2.740
H 2.914 0.766 1.184
H 1.468 1.762 1.006
H 1.686 -1.249 0.773
H 0.148 -0.405 1.052
H -0.895 -1.139 -1.848
H 2.231 0.909 3.394
H 0.646 1.059 2.796
C -1.069 0.681 -0.418
S -1.122 1.307 1.231
S -2.037 -1.824 -2.117
H -1.339 -0.367 -0.411
H -0.004 0.776 -0.820
H -1.814 1.192 -1.037
H -1.452 -2.594 -3.038

Computed properties:
- Lowest unoccupied orbital energy: -2.07 eV
- Highest occupied orbital energy: -8.630 eV
- Energy above the lowest of the compared OMol25 structures with the same formula, charge and spin: 95.6 kcal/mol

3 unconnected molecules or ions with the total composition C3H11O2S in a non-equilibrium geometry. Source: the OMol25 dataset; level of theory: ωB97M-V/def2-TZVPD.

Atoms and positions in Å:
C 1.566 0.178 -0.473
C 1.655 -1.303 -0.152
C 0.325 -1.901 0.272
S -0.925 -1.870 -1.054
H 1.223 0.791 0.345
H 2.543 0.510 -0.842
H 0.895 0.297 -1.323
H 2.368 -1.410 0.685
H 2.055 -1.782 -1.049
H 0.495 -2.926 0.601
H -0.026 -1.377 1.173
H -2.040 3.259 0.397
H -0.628 3.561 0.829
O -1.442 4.005 0.560
H -1.995 -0.360 -0.158
H -3.456 0.071 -0.118
O -2.614 0.257 0.306

Computed properties:
- Lowest unoccupied orbital energy: 3.76 eV
- Highest occupied orbital energy: -2.883 eV
- Energy above the lowest of the compared OMol25 structures with the same formula, charge and spin: 6.6 kcal/mol
- Net charge: -1

A molecular structure, C3H11O3. Source: the OMol25 dataset; level of theory: ωB97M-V/def2-TZVPD.

Atoms and positions in Å:
C -1.249 0.191 -0.288
O -1.533 -0.543 0.842
C -0.503 1.496 0.121
C 0.149 2.377 -0.947
H -2.172 0.551 -0.793
H -0.701 -0.427 -1.016
H 0.284 1.176 0.811
H -1.238 2.030 0.727
H 0.954 2.975 -0.516
H -0.549 3.076 -1.418
H 0.589 1.771 -1.743
H 1.252 -2.782 0.179
H 2.782 -3.326 0.208
O 2.129 -2.862 -0.315
H -0.813 -1.462 0.970
H 0.565 -1.907 1.937
O 0.054 -2.335 1.240

Computed properties:
- Lowest unoccupied orbital energy: 4.06 eV
- Highest occupied orbital energy: -4.135 eV
- Energy above the lowest of the compared OMol25 structures with the same formula, charge and spin: 7.6 kcal/mol
- Net charge: -1

3 unconnected molecules or ions with the total composition C3H11O3S in a non-equilibrium geometry. Source: the OMol25 dataset; level of theory: ωB97M-V/def2-TZVPD.

Atoms and positions in Å:
C -0.834 -0.560 0.491
O -0.175 0.537 0.932
C -0.807 -0.605 -0.987
C 0.631 -0.448 -1.504
S 1.209 -2.059 -2.312
H -1.877 -0.447 0.957
H -0.551 -1.488 0.994
H -1.120 -1.645 -1.296
H -1.556 0.088 -1.472
H 1.228 -0.273 -0.674
H 0.849 0.273 -2.337
H 1.506 -2.722 -1.057
H -1.277 2.080 0.392
H -0.944 2.111 1.741
O -1.580 2.586 1.159
H 2.029 1.451 2.104
H 1.138 0.436 1.375
O 2.129 0.687 1.492

Computed properties:
- Lowest unoccupied orbital energy: 3.20 eV
- Highest occupied orbital energy: -3.956 eV
- Energy above the lowest of the compared OMol25 structures with the same formula, charge and spin: 26.5 kcal/mol
- Net charge: -1

2 unconnected molecules or ions with the total composition C3H11OP3 in a non-equilibrium geometry. Source: the OMol25 dataset; level of theory: ωB97M-V/def2-TZVPD.

Atoms and positions in Å:
C 1.963 0.094 -0.590
C 0.513 1.546 2.273
C 0.879 -0.667 -1.404
O -3.451 0.400 -0.998
P -2.683 -2.172 0.106
P -0.629 0.352 -1.949
P -2.188 -0.011 -0.341
H 2.614 0.506 -1.302
H 1.634 0.879 0.153
H 2.462 -0.503 0.045
H 0.498 0.825 3.081
H 1.491 2.068 2.328
H -0.196 1.719 1.453
H 0.472 -1.536 -0.908
H 1.221 -0.862 -2.399
H -3.305 -1.783 1.210
H -1.294 -2.382 0.582
H 0.000 1.527 -1.342

Computed properties:
- Lowest unoccupied orbital energy (spin up / spin down): -1.63 / -0.21 eV
- Highest occupied orbital energy (spin up / spin down): -9.078 / -7.960 eV
- Energy above the lowest of the compared OMol25 structures with the same formula, charge and spin: 87.9 kcal/mol

A molecular structure, C3H12AlN6O7P in a non-equilibrium geometry. Source: the OMol25 dataset; level of theory: ωB97M-V/def2-TZVPD.

Atoms and positions in Å:
Al 0.137 2.008 -1.175
P -0.699 4.838 -2.689
O 0.584 4.803 -1.827
O -0.402 3.539 -3.505
O -1.078 6.036 -3.527
O -1.760 4.360 -1.686
C 2.529 -1.041 -0.991
O 2.195 0.137 -0.955
N 2.973 -1.602 -2.156
N 2.558 -1.859 0.097
H 3.066 -0.960 -2.920
H 3.226 -2.570 -2.200
H 2.066 -1.540 0.913
H 2.845 -2.818 0.110
C -0.003 0.572 2.545
O 0.597 0.861 1.513
N 0.272 -0.476 3.358
N -1.150 1.225 2.894
H 1.155 -0.958 3.390
H -0.330 -0.771 4.102
H -1.616 1.104 3.771
H -1.560 1.869 2.242
C -1.689 -1.664 -0.314
O -1.068 -0.631 -0.576
N -2.610 -2.250 -1.108
N -1.598 -2.199 0.951
H -2.864 -3.189 -0.872
H -2.898 -1.814 -1.964
H -0.748 -1.980 1.439
H -2.132 -3.027 1.139

Computed properties:
- Lowest unoccupied orbital energy: -3.46 eV
- Highest occupied orbital energy: -8.555 eV
- Energy above the lowest of the compared OMol25 structures with the same formula, charge and spin: 5.5 kcal/mol

A molecular structure, C3H12BrInO2 in a non-equilibrium geometry. Source: the OMol25 dataset; level of theory: ωB97M-V/def2-TZVPD.

Atoms and positions in Å:
O 2.493 -2.114 1.120
In 2.168 -0.654 -0.380
C -0.089 -0.713 -0.805
C -0.966 -0.567 0.595
C -2.505 -1.083 0.198
Br -3.488 0.499 -0.545
H 2.359 -2.989 0.609
H 2.633 1.010 0.105
H 2.955 -1.126 -1.963
H -0.277 -1.781 -1.285
H -0.388 0.147 -1.543
H -1.003 0.590 0.888
H -0.514 -1.161 1.496
H -2.395 -1.860 -0.693
H -3.030 -1.612 1.104
O 0.659 3.268 0.132
H 1.000 3.102 1.048
H 0.593 4.238 -0.059
H -0.205 2.808 -0.021

Computed properties:
- Lowest unoccupied orbital energy: -2.42 eV
- Highest occupied orbital energy: -7.334 eV

A single C3H12ClNP2 molecule in a non-equilibrium geometry. Source: the OMol25 dataset; level of theory: ωB97M-V/def2-TZVPD.

Atoms and positions in Å:
N -2.880 -1.567 -1.456
P -1.371 -2.079 -1.264
P -0.185 -0.799 0.158
C 0.701 0.270 1.457
C 1.453 1.550 0.938
C 1.006 2.103 -0.427
Cl -0.717 2.660 -0.430
H -3.503 -2.302 -1.142
H -0.663 -2.116 -2.519
H -1.310 -3.415 -0.756
H -1.353 0.024 0.252
H -0.108 -1.936 1.040
H 0.877 -0.671 -0.794
H -0.016 0.491 2.262
H 1.466 -0.377 1.925
H 2.531 1.367 0.980
H 1.251 2.348 1.666
H 1.221 1.445 -1.272
H 1.598 3.005 -0.617

Computed properties:
- Lowest unoccupied orbital energy: 0.74 eV
- Highest occupied orbital energy: -7.722 eV

4 unconnected molecules or ions with the total composition C3H12ClO3 in a non-equilibrium geometry. Source: the OMol25 dataset; level of theory: ωB97M-V/def2-TZVPD.

Atoms and positions in Å:
Cl 11.692 8.850 26.087
C 15.152 7.538 23.797
O 13.770 7.912 23.836
H 15.190 6.703 23.086
H 15.679 8.402 23.400
H 15.540 7.103 24.718
H 13.463 7.999 24.761
C 14.050 5.814 27.444
O 12.866 6.388 27.939
H 14.824 6.549 27.209
H 14.441 5.119 28.187
H 13.809 5.225 26.550
H 12.562 7.090 27.331
C 8.660 9.261 28.419
O 9.497 10.251 27.903
H 8.126 9.524 29.344
H 7.836 8.991 27.743
H 9.168 8.333 28.701
H 10.175 9.738 27.403

Computed properties:
- Lowest unoccupied orbital energy: 3.55 eV
- Highest occupied orbital energy: -5.094 eV
- Energy above the lowest of the compared OMol25 structures with the same formula, charge and spin: 6.1 kcal/mol
- Net charge: -1

A molecular structure, C3H12IN6O3 in a non-equilibrium geometry. Source: the OMol25 dataset; level of theory: ωB97M-V/def2-TZVPD.

Atoms and positions in Å:
I -0.678 0.581 -0.411
C 0.692 -0.216 3.150
O 0.964 0.312 4.217
N 0.358 0.495 2.100
N 0.714 -1.472 2.879
H 0.483 1.478 2.301
H 0.116 0.253 1.150
H 1.051 -2.052 3.634
H 0.436 -1.831 1.977
C -0.315 -2.636 0.305
O 0.030 -3.755 0.335
N 0.404 -1.780 -0.318
N -1.407 -2.140 0.728
H 1.119 -2.149 -0.928
H 0.135 -0.814 -0.438
H -1.509 -1.146 0.577
H -2.067 -2.855 0.997
C -0.226 2.677 -3.201
O -0.741 3.190 -4.216
N 1.023 2.312 -3.071
N -0.911 2.587 -2.118
H 1.436 2.238 -3.990
H 1.313 1.746 -2.286
H -1.908 2.749 -2.113
H -0.513 2.228 -1.262

Computed properties:
- Lowest unoccupied orbital energy: 3.14 eV
- Highest occupied orbital energy: -4.648 eV
- Energy above the lowest of the compared OMol25 structures with the same formula, charge and spin: 181.1 kcal/mol
- Net charge: -1